[1]
{
  "formula": "C3H9NS",
  "method": "the ωB97M-V functional and the def2-TZVPD basis",
  "orbital_gap_ev": 8.92,
  "charge": 0,
  "e_above_lowest_ev": 2.3807,
  "homo_ev": -8.16,
  "smiles": "C=C.CSN",
  "species": ["C", "C", "C", "N", "S", "H", "H", "H", "H", "H", "H", "H", "H", "H"],
  "xyz": [[-1.668, -0.293, 0.735], [1.390, 1.375, 0.541], [-1.936, -0.208, -0.502], [2.731, -0.798, 0.082], [1.107, -0.502, 0.384], [2.984, -0.915, -0.931], [-1.527, -1.321, 1.070], [-1.638, 0.638, 1.322], [0.673, 1.686, 1.361], [1.289, 1.907, -0.407], [2.482, 1.343, 0.822], [-2.142, -1.027, -1.074], [-2.260, 0.757, -0.989], [3.077, -1.625, 0.520]],
  "forces_ev_per_a": [[0.3, -0.1, 3.0], [-0.1, -1.5, 1.2], [-2.1, 3.7, -3.0], [1.7, -0.6, -1.9], [0.3, 1.6, -0.5], [-0.7, 0.3, 1.2], [0.2, 0.6, 0.9], [0.2, -1.0, 0.3], [1.1, 0.2, -1.1], [-0.3, -0.1, 0.2], [-1.4, 0.5, 0.1], [0.0, -2.3, -1.6], [0.8, -0.9, 0.5], [0.1, -0.5, 0.7]]
}


[2]
{
  "formula": "C41H37GeN5O2Pt",
  "method": "the ωB97M-V functional and the def2-TZVPD basis",
  "orbital_gap_ev": 7.39,
  "charge": 0,
  "e_above_lowest_ev": 0.2286,
  "homo_ev": -6.90,
  "species": ["Pt", "C", "C", "C", "C", "C", "N", "C", "C", "C", "C", "C", "C", "C", "N", "C", "C", "C", "N", "C", "C", "N", "C", "C", "C", "N", "H", "H", "H", "H", "H", "H", "H", "H", "H", "H", "H", "H", "H", "H", "H", "H", "H", "H", "O", "C", "O", "C", "C", "Ge", "C", "C", "C", "C", "C", "C", "C", "C", "C", "C", "C", "C", "C", "C", "C", "C", "C", "C", "H", "H", "H", "H", "H", "H", "H", "H", "H", "H", "H", "H", "H", "H", "H", "H", "H", "H", "H"],
  "xyz": [[0.032, -0.335, -0.161], [4.670, 2.380, 4.444], [3.889, 1.544, 3.467], [4.105, 0.178, 3.328], [3.394, -0.563, 2.410], [2.419, -0.005, 1.564], [1.792, -0.793, 0.625], [2.483, -1.850, 0.047], [3.838, -1.768, -0.299], [4.496, -2.817, -0.910], [3.834, -3.999, -1.236], [4.535, -5.123, -1.950], [2.489, -4.087, -0.919], [1.831, -3.046, -0.277], [0.464, -3.242, 0.079], [-0.111, -4.408, 0.429], [-1.459, -4.192, 0.579], [-1.636, -2.836, 0.304], [-0.477, -2.271, -0.006], [2.164, 1.368, 1.757], [2.914, 2.111, 2.666], [1.152, 2.089, 1.033], [0.736, 3.345, 1.266], [-0.129, 3.716, 0.261], [-0.210, 2.601, -0.561], [0.563, 1.617, -0.098], [5.484, 1.804, 4.883], [4.040, 2.738, 5.261], [5.107, 3.255, 3.959], [4.840, -0.316, 3.952], [3.581, -1.625, 2.323], [4.369, -0.852, -0.076], [5.544, -2.708, -1.163], [5.614, -4.972, -1.948], [4.214, -5.194, -2.992], [4.331, -6.085, -1.479], [1.928, -4.973, -1.190], [0.487, -5.292, 0.561], [-2.208, -4.908, 0.865], [-2.530, -2.241, 0.347], [2.752, 3.177, 2.738], [1.086, 3.901, 2.114], [-0.636, 4.657, 0.153], [-0.797, 2.430, -1.443], [-2.476, 0.129, 1.157], [-2.725, 0.254, -0.037], [-1.816, 0.153, -0.972], [-4.130, 0.516, -0.535], [-4.698, -0.549, -1.478], [-3.797, -0.978, -3.172], [-3.572, 0.679, -4.189], [-2.678, 1.668, -3.774], [-2.534, 2.850, -4.486], [-3.288, 3.068, -5.630], [-4.189, 2.101, -6.051], [-4.328, 0.918, -5.335], [-2.167, -2.047, -3.230], [-0.929, -1.485, -3.534], [0.198, -2.279, -3.684], [0.104, -3.654, -3.525], [-1.116, -4.229, -3.201], [-2.244, -3.429, -3.067], [-5.093, -2.093, -4.149], [-6.355, -2.413, -3.655], [-7.228, -3.221, -4.376], [-6.852, -3.720, -5.612], [-5.597, -3.413, -6.123], [-4.730, -2.613, -5.395], [-4.140, 1.489, -1.037], [-4.754, 0.597, 0.354], [-5.670, -0.194, -1.833], [-4.897, -1.479, -0.938], [-2.099, 1.504, -2.873], [-1.832, 3.603, -4.148], [-3.177, 3.989, -6.188], [-4.785, 2.265, -6.939], [-5.037, 0.175, -5.681], [-0.839, -0.413, -3.656], [1.153, -1.822, -3.916], [0.982, -4.274, -3.652], [-1.198, -5.302, -3.078], [-3.199, -3.897, -2.850], [-6.678, -2.035, -2.692], [-8.204, -3.458, -3.969], [-7.530, -4.348, -6.176], [-5.292, -3.802, -7.087], [-3.748, -2.395, -5.802]],
  "forces_ev_per_a": [[0.0, 0.1, -0.3], [0.0, 0.0, 0.0], [0.0, 0.1, 0.0], [0.0, -0.1, 0.0], [0.0, 0.0, 0.1], [0.1, 0.1, -0.1], [0.1, -0.1, 0.1], [0.0, 0.0, -0.1], [0.0, 0.0, 0.0], [0.0, 0.0, 0.0], [0.0, 0.0, 0.0], [0.0, 0.0, 0.0], [0.0, 0.1, 0.0], [0.0, 0.0, 0.0], [0.0, 0.1, -0.1], [0.0, 0.0, 0.0], [0.0, 0.0, 0.0], [0.0, 0.1, 0.0], [0.1, -0.2, 0.0], [-0.1, 0.0, 0.0], [0.0, -0.1, 0.1], [0.0, -0.2, -0.2], [0.1, 0.1, 0.0], [0.1, 0.1, 0.0], [0.2, -0.2, -0.1], [-0.4, 0.2, 0.4], [0.0, 0.0, 0.0], [0.0, 0.0, 0.0], [0.0, 0.0, 0.0], [0.0, 0.0, 0.0], [0.0, 0.0, 0.0], [0.0, 0.0, 0.0], [0.0, 0.0, 0.0], [0.0, 0.0, 0.0], [0.0, 0.0, 0.0], [0.0, 0.0, 0.0], [0.0, 0.0, 0.0], [0.0, 0.0, 0.0], [0.0, 0.0, 0.0], [0.0, 0.1, 0.0], [0.0, 0.0, 0.0], [0.0, 0.0, 0.0], [0.0, 0.0, 0.0], [-0.1, 0.0, 0.0], [-0.4, 0.1, -0.1], [0.3, -0.1, 0.0], [-0.1, -0.1, 0.2], [0.0, 0.1, 0.0], [0.0, 0.0, 0.0], [-0.1, 0.1, -0.1], [0.0, 0.0, 0.0], [0.0, 0.0, 0.1], [0.0, 0.0, 0.0], [0.0, 0.0, 0.0], [0.0, 0.0, 0.0], [0.0, 0.0, 0.0], [0.1, 0.0, 0.1], [0.0, 0.1, 0.0], [0.0, 0.0, 0.1], [0.0, 0.0, 0.1], [0.0, 0.0, 0.0], [0.0, 0.0, 0.0], [0.0, 0.0, 0.0], [0.0, 0.0, 0.0], [0.0, 0.0, 0.0], [0.0, 0.0, 0.0], [0.0, 0.0, 0.0], [0.0, 0.0, 0.0], [0.1, 0.0, 0.0], [-0.1, 0.0, 0.0], [0.0, 0.0, 0.1], [0.1, 0.0, 0.0], [0.0, 0.0, 0.0], [0.0, 0.0, 0.0], [0.0, 0.0, 0.0], [0.0, 0.0, 0.0], [0.0, 0.0, 0.0], [0.0, 0.0, 0.0], [0.0, 0.0, 0.0], [0.0, 0.0, 0.0], [0.0, 0.0, 0.0], [0.0, 0.0, 0.0], [0.0, 0.0, 0.0], [0.0, 0.0, 0.0], [0.0, 0.0, 0.0], [0.0, 0.0, 0.0], [0.0, 0.0, 0.0]]
}


[3]
{
  "formula": "C5H7N2",
  "method": "the ωB97M-V functional and the def2-TZVPD basis",
  "orbital_gap_ev": [7.45, 9.08],
  "s2": 2.010,
  "charge": 1,
  "e_above_lowest_ev": 4.5886,
  "homo_ev": [-12.24, -16.06],
  "spin_multiplicity": 3,
  "species": ["C", "C", "C", "C", "C", "N", "N", "H", "H", "H", "H", "H", "H", "H"],
  "xyz": [[1.431, -0.128, 0.693], [0.313, 0.820, 0.408], [0.131, -0.186, -1.055], [-1.016, 0.288, 0.765], [-1.313, -0.448, -0.571], [1.214, -0.870, -0.377], [0.392, 1.599, -0.666], [2.476, -0.120, 1.206], [-0.861, -0.500, 1.570], [-1.732, 1.033, 1.136], [-1.942, 0.073, -1.292], [-1.597, -1.461, -0.440], [1.160, -1.930, -0.387], [1.344, 1.830, -0.990]],
  "forces_ev_per_a": [[3.4, 2.1, 4.5], [1.6, 0.6, 0.8], [0.3, -0.1, 0.8], [-1.4, -0.9, 2.2], [0.8, 2.0, -1.0], [-1.2, -3.4, -4.9], [-0.5, -1.7, -1.0], [-2.4, 0.3, -0.6], [-0.3, 1.1, -0.9], [0.0, -0.2, -0.4], [-0.4, 0.0, 0.5], [0.0, -0.9, -0.1], [0.3, 1.6, 0.1], [-0.3, -0.4, 0.3]]
}


[4]
{
  "formula": "C41H52F3O18PS",
  "method": "the ωB97M-V functional and the def2-TZVPD basis",
  "orbital_gap_ev": 7.77,
  "charge": 0,
  "homo_ev": -7.96,
  "smiles": "O=C1C(CCC(F)(F)F)=CC(=O)c2c1cccc2P(O)(O)=S.O=C1CCCO1.O=C1CCCO1.O=C1CCCO1.O=C1CCCO1.O=C1CCCO1.O=C1CCCO1.O=C1CCCO1",
  "species": ["O", "C", "C", "C", "C", "C", "F", "F", "F", "C", "C", "O", "C", "C", "C", "C", "C", "C", "P", "O", "O", "S", "H", "H", "H", "H", "H", "H", "H", "H", "H", "H", "O", "C", "O", "C", "C", "C", "H", "H", "H", "H", "H", "H", "O", "C", "O", "C", "C", "C", "H", "H", "H", "H", "H", "H", "O", "C", "O", "C", "C", "C", "H", "H", "H", "H", "H", "H", "O", "C", "O", "C", "C", "C", "H", "H", "H", "H", "H", "H", "O", "C", "O", "C", "C", "C", "H", "H", "H", "H", "H", "H", "O", "C", "O", "C", "C", "C", "H", "H", "H", "H", "H", "H", "O", "C", "O", "C", "C", "C", "H", "H", "H", "H", "H", "H"],
  "xyz": [[-3.331, 0.677, -2.319], [-2.913, -0.448, -2.218], [-1.960, -1.028, -3.199], [-0.882, -0.150, -3.765], [0.455, -0.573, -3.129], [1.245, -1.594, -3.906], [0.892, -1.714, -5.188], [2.565, -1.307, -3.880], [1.147, -2.829, -3.378], [-2.081, -2.316, -3.506], [-3.123, -3.121, -2.857], [-3.683, -4.015, -3.436], [-3.428, -2.727, -1.452], [-3.320, -1.372, -1.134], [-3.562, -0.888, 0.148], [-3.894, -1.795, 1.147], [-4.011, -3.144, 0.843], [-3.787, -3.642, -0.445], [-3.968, -5.416, -0.705], [-4.611, -5.905, 0.662], [-5.137, -5.677, -1.729], [-2.317, -6.349, -1.094], [-1.091, 0.854, -3.424], [-0.866, -0.190, -4.843], [1.102, 0.253, -2.873], [0.205, -1.046, -2.189], [-1.435, -2.796, -4.219], [-3.495, 0.164, 0.346], [-4.063, -1.445, 2.147], [-4.284, -3.827, 1.624], [-3.942, -6.424, 1.138], [-4.762, -6.101, -2.518], [2.412, 1.544, -2.222], [3.387, 1.714, -2.901], [3.305, 2.166, -4.165], [4.608, 2.166, -4.780], [5.594, 2.201, -3.619], [4.830, 1.434, -2.538], [4.702, 1.260, -5.380], [4.686, 3.030, -5.435], [6.564, 1.778, -3.869], [5.750, 3.232, -3.297], [4.997, 0.357, -2.601], [5.045, 1.781, -1.532], [-5.663, -7.935, -3.667], [-6.765, -8.289, -3.370], [-7.382, -9.332, -3.977], [-8.729, -9.462, -3.494], [-8.737, -8.769, -2.135], [-7.690, -7.673, -2.337], [-9.399, -8.979, -4.209], [-8.980, -10.518, -3.436], [-9.720, -8.403, -1.847], [-8.397, -9.463, -1.366], [-8.119, -6.763, -2.759], [-7.141, -7.432, -1.432], [-1.060, -2.249, 2.219], [0.027, -2.003, 1.788], [0.247, -1.481, 0.557], [1.666, -1.376, 0.308], [2.315, -1.362, 1.685], [1.355, -2.230, 2.492], [1.973, -2.236, -0.292], [1.860, -0.467, -0.254], [3.344, -1.717, 1.672], [2.314, -0.347, 2.086], [1.596, -3.292, 2.432], [1.290, -1.924, 3.532], [2.332, 2.235, 3.057], [2.264, 3.349, 2.622], [3.360, 4.135, 2.476], [2.968, 5.462, 2.051], [1.603, 5.290, 1.412], [1.024, 4.124, 2.214], [2.936, 6.112, 2.928], [3.711, 5.849, 1.360], [1.010, 6.190, 1.441], [1.711, 4.991, 0.371], [0.521, 4.464, 3.122], [0.355, 3.496, 1.634], [-2.116, -6.061, 2.216], [-1.493, -7.079, 2.298], [-2.043, -8.281, 2.023], [-1.107, -9.336, 2.297], [0.264, -8.672, 2.241], [-0.052, -7.257, 2.731], [-1.330, -9.747, 3.284], [-1.233, -10.118, 1.553], [1.016, -9.193, 2.830], [0.612, -8.632, 1.209], [-0.004, -7.173, 3.818], [0.577, -6.500, 2.274], [1.476, 8.317, 1.563], [0.694, 9.114, 1.991], [-0.608, 8.812, 2.197], [-1.332, 9.985, 2.612], [-0.275, 10.922, 3.188], [0.951, 10.566, 2.346], [-1.831, 10.407, 1.738], [-2.085, 9.692, 3.339], [-0.562, 11.970, 3.141], [-0.088, 10.671, 4.232], [0.999, 11.142, 1.421], [1.887, 10.665, 2.888], [5.215, 10.234, 2.429], [5.803, 9.202, 2.557], [5.351, 8.036, 2.039], [6.197, 6.944, 2.440], [7.535, 7.586, 2.792], [7.096, 8.954, 3.317], [5.733, 6.449, 3.296], [6.270, 6.233, 1.621], [8.117, 7.000, 3.500], [8.133, 7.713, 1.889], [6.869, 8.931, 4.383], [7.815, 9.739, 3.109]],
  "forces_ev_per_a": [[0.1, 0.7, 0.1], [-0.1, -0.4, 0.0], [0.3, -0.2, -0.6], [0.0, 0.0, 0.8], [-0.4, -0.2, 0.0], [0.2, -0.2, 0.4], [0.0, 0.1, -0.4], [0.3, 0.2, -0.1], [-0.1, -0.3, 0.1], [0.1, 0.4, 0.2], [0.0, 0.0, 0.2], [-0.1, -0.6, -0.2], [-0.1, -0.1, 0.8], [-0.1, -0.2, 0.2], [-0.3, -0.8, -0.1], [0.1, 0.2, -0.8], [0.1, 0.1, -0.1], [-0.5, 0.7, -0.2], [1.0, -0.5, 0.1], [-0.3, -0.1, 0.2], [-0.2, 0.1, 0.0], [0.0, 0.2, -0.3], [0.0, 0.4, -0.3], [0.1, 0.1, -0.3], [0.0, 0.2, -0.4], [0.1, -0.2, 0.4], [0.0, -0.2, -0.3], [0.1, 0.3, 0.0], [0.0, 0.0, 0.3], [0.0, -0.2, 0.2], [0.1, 0.1, 0.3], [-0.3, -0.1, -0.3], [0.3, 0.3, 0.1], [-0.1, -0.3, 0.2], [0.0, 0.1, -0.1], [0.2, 0.0, 0.0], [0.0, -0.1, 0.1], [0.2, 0.4, -0.2], [0.0, 0.0, 0.0], [-0.1, 0.0, 0.0], [0.0, -0.1, 0.0], [0.0, 0.0, 0.0], [0.0, 0.0, 0.1], [-0.1, -0.2, 0.1], [0.2, -0.1, -0.1], [-0.1, 0.4, 0.1], [0.0, -0.1, 0.0], [-0.1, 0.0, 0.1], [0.1, 0.1, 0.0], [-0.2, -0.5, 0.1], [0.0, 0.0, 0.0], [0.1, 0.0, -0.1], [0.0, 0.0, -0.1], [0.0, 0.0, 0.0], [0.1, 0.1, 0.0], [0.1, 0.2, -0.1], [-0.1, 0.2, -0.2], [0.2, -0.2, 0.3], [0.0, 0.0, 0.0], [0.1, 0.1, 0.0], [0.0, 0.0, 0.1], [0.2, 0.4, -0.2], [0.0, 0.0, 0.0], [-0.2, 0.1, -0.1], [0.0, -0.1, 0.0], [0.0, 0.0, 0.0], [0.0, 0.0, 0.0], [-0.1, -0.2, 0.1], [0.1, -0.1, -0.1], [-0.2, 0.1, 0.3], [0.0, 0.1, -0.1], [-0.1, 0.1, -0.1], [-0.2, -0.4, 0.1], [0.3, 0.1, -0.4], [0.0, 0.0, 0.0], [0.1, -0.1, 0.1], [0.0, 0.1, 0.1], [0.1, 0.0, -0.1], [0.0, -0.1, 0.0], [-0.1, -0.1, 0.2], [-0.3, 0.0, 0.1], [0.1, 0.1, 0.2], [0.0, -0.1, 0.0], [0.1, -0.1, 0.0], [0.0, 0.1, 0.1], [0.1, -0.3, -0.3], [0.0, 0.0, 0.0], [-0.1, 0.1, -0.1], [-0.1, 0.0, 0.1], [0.0, 0.0, 0.0], [0.0, 0.1, 0.0], [-0.1, 0.2, 0.1], [-0.1, 0.0, 0.1], [0.3, 0.2, -0.2], [-0.1, 0.0, 0.1], [0.0, 0.1, 0.1], [0.1, 0.0, -0.1], [-0.3, 0.0, 0.4], [0.0, 0.0, 0.0], [0.0, -0.1, 0.0], [0.0, 0.0, -0.1], [0.0, 0.0, 0.0], [0.1, 0.0, 0.0], [0.1, 0.0, -0.2], [0.0, 0.0, -0.1], [0.0, 0.1, 0.3], [0.0, -0.1, -0.1], [0.1, 0.0, 0.1], [0.0, 0.1, 0.1], [0.1, -0.3, -0.3], [0.0, 0.0, 0.0], [-0.1, 0.0, -0.1], [-0.1, 0.0, 0.0], [0.0, 0.0, 0.0], [0.0, 0.1, 0.0], [-0.1, 0.1, 0.1]]
}